Here is C4H8Br4ClNi as an isolated structure in a non-equilibrium geometry from the Open Molecules 2025 dataset. Energies are from the ωB97M-V functional and the def2-TZVPD basis.

Results
**M**: 469.87 g/mol
**Orbital gap (alpha / beta)**: 7.14 / 1.91 eV
**Charge**: +1
**2S+1**: 3
**LUMO level (alpha / beta)**: -4.42 / -9.64 eV
**Energy above the lowest of the compared OMol25 structures with the same formula, charge and spin**: 24.5 kcal per mole
**HOMO energy (alpha / beta)**: -11.55 / -11.55 eV
**Calculated total energy**: -12421.354427 hartree

```
18
C4H8Br4ClNi the ωB97M-V functional and the def2-TZVPD basis
Ni -35.64 -11.81 0.11
Cl -36.54 -9.62 0.65
Br -35.96 -4.32 0.19
C -36.81 -6.09 0.09
C -37.39 -6.34 -1.28
Br -36.14 -5.97 -2.74
H -37.61 -5.98 0.82
H -36.11 -6.81 0.52
H -38.26 -5.69 -1.41
H -37.65 -7.39 -1.41
Br -39.51 -10.11 4.79
C -39.71 -10.42 2.76
C -39.24 -11.84 2.37
Br -39.89 -13.24 3.56
H -39.02 -9.72 2.30
H -40.75 -10.20 2.52
H -38.15 -11.83 2.44
H -39.60 -12.12 1.38
```

Here is C46H40BrClKN4O6Sb as an isolated structure in a non-equilibrium geometry from the Open Molecules 2025 dataset. Energies are from the ωB97M-V functional and the def2-TZVPD basis.

Results
**M**: 1021.06 g/mol
**Orbital gap**: 6.07 eV
**Charge**: -2
**LUMO level**: 3.81 eV
**Energy above the lowest of the compared OMol25 structures with the same formula, charge and spin**: 32.9 kcal per mole
**HOMO energy**: -2.26 eV
**Calculated total energy**: -6321.542514 hartree

```
100
C46H40BrClKN4O6Sb the ωB97M-V functional and the def2-TZVPD basis
K -0.39 0.43 -0.42
O -1.20 -4.35 -0.48
C -0.18 -4.81 -1.11
C -0.09 -6.17 -1.50
C 0.99 -6.66 -2.22
C 2.03 -5.82 -2.61
C 1.97 -4.48 -2.24
C 0.91 -3.97 -1.50
C 0.92 -2.51 -1.08
O -0.34 -1.96 -0.89
N 1.69 -2.45 0.18
N 1.88 -1.31 0.79
C 2.72 -1.19 1.74
C 2.95 0.07 2.41
Br 1.62 1.40 2.11
C 4.00 0.25 3.23
C 4.44 1.45 3.95
C 4.36 2.74 3.42
C 4.82 3.83 4.13
C 5.38 3.67 5.39
C 5.49 2.40 5.92
C 5.04 1.30 5.21
H -0.88 -2.77 -0.58
H -0.90 -6.82 -1.21
H 1.02 -7.71 -2.50
H 2.86 -6.20 -3.19
H 2.77 -3.81 -2.54
H 1.46 -1.90 -1.82
H 2.26 -3.26 0.42
H 3.33 -2.04 2.07
H 4.61 -0.63 3.40
H 3.95 2.88 2.43
H 4.75 4.82 3.69
H 5.72 4.53 5.95
H 5.93 2.26 6.90
H 5.13 0.31 5.63
O -2.06 1.99 3.27
Cl -2.12 1.69 1.87
O -3.48 1.52 1.46
O -1.39 0.46 1.60
O -1.50 2.74 1.11
C 3.66 1.96 -0.96
N 2.41 1.55 -1.54
C 2.04 2.16 -2.61
C 0.83 1.95 -3.32
C 0.45 2.62 -4.51
C -0.83 2.17 -4.81
C -1.16 1.26 -3.79
N -0.18 1.12 -2.90
C 4.80 1.01 -1.27
C 4.55 -0.35 -1.48
C 5.59 -1.22 -1.75
C 6.90 -0.76 -1.83
C 7.16 0.59 -1.62
C 6.11 1.46 -1.35
H 3.54 1.97 0.13
H 3.96 2.97 -1.26
H 2.69 2.94 -3.03
H 1.04 3.33 -5.06
H -1.45 2.45 -5.65
H -2.09 0.70 -3.68
H 3.53 -0.69 -1.42
H 5.39 -2.28 -1.91
H 7.71 -1.44 -2.05
H 8.17 0.96 -1.68
H 6.32 2.52 -1.19
C -6.13 -5.72 1.68
C -5.77 -5.01 2.82
C -4.83 -3.98 2.74
C -4.24 -3.65 1.52
C -4.59 -4.39 0.39
C -5.53 -5.41 0.47
Sb -2.74 -2.09 1.30
C -3.11 -1.35 3.31
C -4.19 -0.65 3.82
C -4.19 -0.20 5.14
C -3.10 -0.43 5.96
C -2.01 -1.13 5.46
C -2.02 -1.59 4.15
C -4.13 -1.13 -0.06
C -3.73 -1.07 -1.40
C -4.57 -0.54 -2.37
C -5.82 -0.04 -2.02
C -6.22 -0.10 -0.69
C -5.39 -0.65 0.27
H -6.86 -6.51 1.74
H -6.24 -5.25 3.77
H -4.56 -3.43 3.63
H -4.12 -4.16 -0.56
H -5.80 -5.97 -0.42
H -5.05 -0.43 3.20
H -5.04 0.36 5.51
H -3.10 -0.07 6.98
H -1.14 -1.30 6.09
H -1.16 -2.12 3.77
H -2.76 -1.45 -1.69
H -4.25 -0.50 -3.40
H -6.46 0.40 -2.77
H -7.19 0.29 -0.40
H -5.73 -0.70 1.30
```